P.
The following is a DFT calculation (ωB97M-V/def2-TZVPD) of a 2-piece molecular cluster, C5H14 overall.

ORCA input file:
```
! RIJCOSX wB97M-V def2-TZVPD def2/J DEFGRID3
* xyz 1 2
C 0.00314 0.88877 -3.09224
C 0.34460 0.31689 -1.71260
H -1.05495 0.80533 -3.33338
H 0.20998 1.95471 -3.17930
H 0.62010 0.43546 -3.86001
H 0.25137 1.03986 -0.90122
H -0.39459 -0.44519 -1.41478
H 1.30415 -0.19461 -1.75257
C 0.52190 -0.63258 1.66768
C -0.60774 -1.55526 1.47537
C -0.09948 0.85624 2.06984
H 1.04407 -0.79345 2.63109
H 1.23496 -0.63009 0.84850
H -0.71830 -1.82422 0.42156
H 0.29948 1.34420 1.17245
H -1.18593 0.92500 2.10184
H 0.35085 1.21559 2.98289
H -0.52681 -2.50098 2.07281
H -1.59681 -1.20566 1.80207
*
```

<S²> = 0.75
LUMO energy (alpha / beta) = -0.1118 / -0.3769 Eh
Orbital gap (alpha / beta) = 11.934 / 4.714 eV

Q.
The following is a DFT calculation (ωB97M-V/def2-TZVPD) of a 2-piece molecular cluster, C5H14 overall.

ORCA input file:
```
! RIJCOSX wB97M-V def2-TZVPD def2/J DEFGRID3
* xyz 1 2
C -0.24231 -1.53653 2.49965
C -1.44454 -0.77360 1.98172
H 0.65858 -0.93499 2.47093
H -0.31430 -1.91192 3.51186
H 0.02881 -2.39608 1.89444
H -1.61610 -0.88941 0.91531
H -1.37840 0.29975 2.16498
H -2.37187 -1.13275 2.43640
C 0.10082 0.78151 -1.06411
C 1.67710 0.58010 -1.14723
C -0.08678 1.20612 -2.54293
H -0.38953 -0.14661 -0.82740
H -0.22115 1.50244 -0.31673
H 2.28783 1.43683 -1.40416
H -0.74377 0.43853 -2.98431
H -0.38228 2.25982 -2.54883
H 1.86766 -0.29470 -1.76183
H 1.78643 0.37126 -0.06732
H 0.78380 1.14024 -3.21046
*
```

<S²> = 0.75
LUMO energy (alpha / beta) = -0.1166 / -0.3650 Eh
Orbital gap (alpha / beta) = 11.780 / 5.019 eV

Q: Which of them is the most stable? A: Q.

P.
The following is a DFT calculation (ωB97M-V/def2-TZVPD) of a 2-piece molecular cluster, C5H9N3 overall.

ORCA input file:
```
! RIJCOSX wB97M-V def2-TZVPD def2/J DEFGRID3
* xyz 2 1
C 4.06273 -0.39187 0.10456
C 0.39064 0.38670 -0.08156
C -1.78885 0.20082 -0.27498
C -1.34695 1.65817 0.16619
C -0.38172 -1.90718 0.11345
N 2.93748 -0.37727 -0.03656
N -0.48110 -0.50837 -0.14413
N 0.09259 1.64484 -0.08914
H 5.11426 -0.58670 0.31461
H -2.44290 -0.16183 0.39537
H -2.20241 0.06950 -1.21409
H -1.91496 2.51086 -0.48922
H -1.67067 1.96513 1.27514
H 0.52374 -2.08700 0.51549
H -1.14298 -2.37668 0.67063
H -0.54511 -2.36855 -0.92879
H 0.79621 2.32945 -0.29697
*
```

LUMO energy (alpha / beta) = -0.4426 / -0.4946 Eh
Orbital gap (alpha / beta) = 8.496 / 6.787 eV

Q.
The following is a DFT calculation (ωB97M-V/def2-TZVPD) of an isolated ion of composition C5H9N3 and charge +2.

ORCA input file:
```
! RIJCOSX wB97M-V def2-TZVPD def2/J DEFGRID3
* xyz 2 1
C -0.21047 1.22835 0.76243
C 0.66590 1.04945 -0.45698
C 0.32446 -0.50140 -0.64772
C -0.37949 -0.88619 -1.85436
N -1.17668 -1.74883 -2.53369
N -0.64067 -0.82829 -3.20319
C -0.13298 -0.99831 0.72082
N 0.01953 0.15738 1.58855
H 0.00030 2.28553 1.25885
H -1.31959 1.30681 0.53623
H 0.18997 1.61697 -1.31152
H 1.70519 1.22890 -0.16131
H 1.29629 -1.07902 -1.04170
H -1.14439 -1.42982 0.72649
H 0.43225 -1.89615 1.17995
H 0.96027 0.19972 2.07573
H -0.58989 0.29491 2.36144
*
```

LUMO energy = -0.3767 Eh
SMILES = C1C[C@H](C2=[N+]=N2)C[NH2+]1
Orbital gap = 10.974 eV

Q: Which of them is the most stable? A: Q.

P.
The following is a DFT calculation (ωB97M-V/def2-TZVPD) of one molecule with the formula C4H10N2O2.

ORCA input file:
```
! RIJCOSX wB97M-V def2-TZVPD def2/J DEFGRID3
* xyz 0 1
C -1.23522 2.92415 -0.97178
O -1.00670 1.93326 0.03024
C 0.04987 1.08748 -0.17958
O 0.96488 1.28802 -0.96646
C -0.22678 -0.18911 0.61039
N 0.88268 -1.18039 0.60831
C 0.38001 -2.41640 1.23451
N 1.27658 -1.51609 -0.75468
H -2.23534 2.73905 -1.37490
H -0.52058 2.89348 -1.79859
H -1.22423 3.91415 -0.51003
H -0.41807 0.10665 1.64906
H -1.13847 -0.62671 0.18418
H 0.09405 -2.22965 2.27548
H 1.15277 -3.19280 1.24669
H -0.49551 -2.81776 0.70660
H 2.14484 -2.06094 -0.73505
H 1.55525 -0.65640 -1.25439
*
```

LUMO energy = 0.0329 Eh
SMILES = COC(=O)CN(C)N
Orbital gap = 8.881 eV

Q.
The following is a DFT calculation (ωB97M-V/def2-TZVPD) of a 3-piece molecular cluster, C4H10N2O2 overall.

ORCA input file:
```
! RIJCOSX wB97M-V def2-TZVPD def2/J DEFGRID3
* xyz 0 1
C 0.76056 -1.11587 0.12619
C 0.29923 -0.18366 -0.86381
C -1.02644 -0.01216 -1.31810
N -0.99692 0.91683 -2.27018
C 0.33000 1.17361 -2.59280
N 1.14004 0.55960 -1.59206
H 1.42314 -1.91226 -0.24354
H 1.35025 -0.72995 1.00120
H 0.00598 -1.60521 0.64742
H -1.97390 -0.52263 -1.09341
H 0.59961 1.76170 -3.42486
H 2.07806 0.75040 -1.36390
O -3.22318 1.57336 0.88000
H -3.07768 0.59952 1.04789
H -2.50290 1.87990 1.26776
O 1.80893 -1.38442 3.25904
H 0.88924 -1.18031 3.62293
H 2.11596 -0.56848 2.91024
*
```

LUMO energy = 0.0103 Eh
SMILES = Cc1cnc[nH]1.O.O
Orbital gap = 8.455 eV

Q: Which of them is the most stable? A: P.

P.
The following is a DFT calculation (ωB97M-V/def2-TZVPD) of a 3-piece molecular cluster, C4H10N2O2 overall.

ORCA input file:
```
! RIJCOSX wB97M-V def2-TZVPD def2/J DEFGRID3
* xyz 0 1
C -0.34971 2.31158 -1.50189
C 0.05099 0.69859 0.15841
C 1.20292 -0.15280 0.80274
C 1.17607 -1.49113 0.01975
H -0.33015 1.66715 -2.61190
H -1.66606 1.77861 -0.82143
H -0.01534 3.73124 -1.36386
H 1.07530 -0.09032 1.91558
H 2.20092 0.25134 0.45214
H 2.35871 -1.61359 0.13660
H 1.07729 -1.63815 -1.00550
H -0.46573 -2.25976 0.65351
H -2.79244 -1.09359 0.69049
H -1.65092 -0.78470 1.86530
N -1.11730 0.19698 -0.15764
N -1.68667 -0.77519 0.76384
O 0.62570 1.78554 -0.51988
O 0.30643 -2.52180 0.52376
*
```

LUMO energy = 0.0213 Eh
Orbital gap = 9.173 eV

Q.
The following is a DFT calculation (ωB97M-V/def2-TZVPD) of C4H10N2O2 as an isolated structure.

ORCA input file:
```
! RIJCOSX wB97M-V def2-TZVPD def2/J DEFGRID3
* xyz 0 1
C 2.13054 -1.43286 0.01538
C 0.79697 0.62732 0.60563
C 0.44019 1.79398 -0.46157
C -2.63921 -0.10083 0.35858
H 2.77741 -0.87375 0.90352
H 1.58581 -2.45632 0.69086
H 2.68112 -1.73359 -0.96325
H 1.57882 0.90284 1.34577
H 1.30074 2.19906 -1.14013
H -0.18654 2.52756 -0.10958
H -0.24719 1.09944 -1.23371
H -0.92751 -1.07420 -0.24547
H -2.92100 0.75807 1.20386
H -2.63029 -1.19722 -1.15001
N -1.20075 -0.06938 0.05190
N -3.45759 -0.75239 -0.40538
O 1.34560 -0.31700 -0.46874
O -0.42711 0.09924 1.00235
*
```

LUMO energy = 0.0288 Eh
Orbital gap = 9.654 eV

R.
The following is a DFT calculation (ωB97M-V/def2-TZVPD) of a 2-piece molecular cluster, C4H10N2O2 overall.

ORCA input file:
```
! RIJCOSX wB97M-V def2-TZVPD def2/J DEFGRID3
* xyz 0 1
N 1.03733 -1.85668 -0.53948
C 1.02851 -1.78858 -1.91523
N 1.94128 -0.88470 -2.44615
O 0.29704 -2.45845 -2.61072
H 1.89571 -1.61560 -0.07026
H 0.57505 -2.66865 -0.16723
H 1.75091 -0.71362 -3.42610
H 2.09824 -0.02732 -1.94137
C 0.34795 1.06155 2.19327
C -0.37710 1.17895 1.09571
C -1.86175 1.04124 1.05814
O -2.39025 2.24367 0.48554
H 1.41172 1.23470 2.17031
H -0.11110 0.76524 3.12982
H 0.10587 1.31396 0.13669
H -2.16158 0.18930 0.43742
H -2.25437 0.88471 2.06567
H -3.33346 2.10028 0.34398
*
```

LUMO energy = 0.0244 Eh
SMILES = NC(N)=O.C=CCO
Orbital gap = 10.614 eV

S.
The following is a DFT calculation (ωB97M-V/def2-TZVPD) of a 3-piece molecular cluster, C4H10N2O2 overall.

ORCA input file:
```
! RIJCOSX wB97M-V def2-TZVPD def2/J DEFGRID3
* xyz 0 1
O 1.27459 -0.65517 2.10469
C -1.71134 -0.68110 0.68415
C -1.60928 0.03555 -0.57119
C -2.97177 0.19680 -0.80521
O 3.44720 0.80203 -0.45064
N -0.61618 0.47343 -1.28470
C 0.63980 -0.05708 -0.85492
N 1.12388 0.83001 0.16524
H -2.33002 -1.56236 0.73641
H -1.51592 -0.24085 1.65743
H -3.23276 0.87099 -1.62599
H -3.76585 -0.43634 -0.44483
H 4.10791 1.45092 -0.16979
H 1.97601 -1.30712 1.95569
H 1.37206 -0.13999 -1.65302
H 0.59216 -1.06633 -0.42352
H 1.12581 0.31724 1.13193
H 2.09369 1.16937 -0.15172
*
```

LUMO energy = -0.1273 Eh
Orbital gap = 5.465 eV

Q: Which of them is the most stable? A: R.